Entry 1:
{"formula": "C9H9ClO3", "method": "ωB97M-V with the def2-TZVPD basis set", "symbols": ["C", "C", "C", "C", "C", "C", "C", "C", "C", "O", "O", "O", "Cl", "H", "H", "H", "H", "H", "H", "H", "H", "H"], "xyz": [[2.73, -0.59, -0.49], [2.48, 0.77, -0.61], [1.80, -1.42, 0.10], [1.19, 1.27, -0.26], [0.48, -0.94, 0.35], [0.15, 0.46, 0.21], [-0.55, -1.74, 0.93], [-1.27, 0.86, 0.29], [-2.02, -0.24, -0.43], [-1.60, 1.05, 1.65], [-1.58, 2.11, -0.32], [-1.69, -0.44, -1.78], [-3.66, -0.49, -0.03], [3.70, -0.96, -0.61], [3.28, 1.36, -1.02], [1.85, -2.47, 0.11], [1.11, 2.30, -0.43], [-0.58, -2.82, 0.59], [-1.44, -1.49, 1.52], [-2.49, 1.01, 1.80], [-1.17, 2.81, 0.25], [-0.72, -0.39, -1.86]], "lowdin_charge": [-0.09, -0.05, -0.02, 0.01, -0.25, -0.12, 0.09, -0.58, -0.66, 0.06, 0.03, 0.00, 0.78, 0.08, 0.10, 0.09, 0.09, 0.10, 0.06, 0.03, 0.12, 0.12], "multiplicity": 1, "e_homo_ev": [-7.70, -7.78], "orbital_gap_ev": [7.90, 7.21]}

Entry 2:
{"formula": "C23H24N4O4", "method": "ωB97M-V with the def2-TZVPD basis set", "symbols": ["C", "H", "H", "H", "C", "N", "C", "O", "C", "N", "C", "O", "C", "N", "C", "O", "H", "H", "C", "H", "H", "C", "C", "C", "C", "C", "C", "C", "H", "H", "H", "H", "H", "H", "H", "H", "H", "C", "C", "C", "C", "C", "C", "N", "C", "O", "H", "H", "H", "H", "H", "C", "H", "H", "H"], "xyz": [[-0.14, -2.38, -0.54], [-0.06, -3.38, -0.12], [0.49, -1.72, 0.05], [0.22, -2.38, -1.56], [-1.60, -1.95, -0.46], [-1.84, -0.55, -0.83], [-0.88, 0.31, -1.27], [0.17, -0.02, -1.78], [-1.10, 1.80, -0.93], [-0.13, 2.07, 0.11], [1.07, 2.71, -0.08], [1.40, 3.32, -1.06], [1.86, 2.50, 1.21], [0.91, 1.80, 2.04], [-0.21, 1.46, 1.37], [-1.15, 0.80, 1.76], [1.15, 1.40, 2.93], [2.14, 3.47, 1.64], [3.14, 1.69, 0.91], [3.73, 1.60, 1.83], [3.72, 2.25, 0.18], [2.83, 0.29, 0.36], [4.12, -0.41, 0.01], [4.67, -0.26, -1.25], [5.87, -0.87, -1.56], [6.53, -1.64, -0.62], [5.99, -1.79, 0.65], [4.79, -1.18, 0.96], [4.36, -1.30, 1.95], [6.50, -2.38, 1.39], [7.47, -2.12, -0.86], [6.29, -0.76, -2.55], [4.15, 0.33, -1.99], [2.21, 0.38, -0.53], [2.29, -0.29, 1.11], [-2.09, 2.03, -0.55], [-0.83, 2.42, -1.78], [-3.16, -0.13, -0.62], [-3.83, 0.69, -1.52], [-5.13, 1.10, -1.26], [-5.77, 0.68, -0.10], [-5.13, -0.16, 0.78], [-3.83, -0.58, 0.53], [-3.16, -1.45, 1.36], [-2.04, -2.13, 1.01], [-1.49, -2.88, 1.78], [-3.50, -1.58, 2.31], [-5.62, -0.49, 1.68], [-6.78, 1.01, 0.10], [-5.64, 1.73, -1.97], [-3.33, 1.00, -2.42], [-2.46, -2.87, -1.33], [-2.33, -3.91, -1.01], [-2.14, -2.79, -2.37], [-3.51, -2.62, -1.27]], "lowdin_charge": [-0.01, 0.09, 0.08, 0.09, -0.38, 0.08, -0.39, 0.08, 0.00, 0.07, -0.39, 0.13, -0.20, 0.14, -0.48, 0.12, 0.16, 0.16, -0.11, 0.12, 0.13, -0.15, -0.24, -0.04, -0.08, -0.10, -0.09, -0.05, 0.11, 0.10, 0.10, 0.10, 0.12, 0.10, 0.12, 0.12, 0.14, -0.18, -0.02, -0.08, -0.08, -0.01, -0.18, 0.17, -0.42, 0.10, 0.17, 0.11, 0.10, 0.10, 0.13, 0.01, 0.10, 0.10, 0.09], "multiplicity": 1, "e_homo_ev": -8.47, "orbital_gap_ev": 9.13}

Table of strongest force on any atom (Eh/bohr), in record order: 0.082 0.013
Table of molar mass (g mol⁻¹), in record order: 200.62 420.47